Record 1
Density functional theory data (ωB97M-V with the def2-TZVPD basis set) for an isolated molecule of C17H19NO4S2 in a non-equilibrium geometry.

Properties
* energy: -49287.635 eV
* SMILES string: O=S(=O)(O)CCCc1ccc2c(c1CCO)Sc1ccccc1N2
* ΔE to the lowest compared entry with this formula, charge and spin: 0.4448 eV

Bonds (Å) are listed after each position.
Positions of all 43 atoms, in Å:
1 O -3.283 -0.003 4.759  S2 1.429
2 S -2.414 -0.056 3.626  O1 1.429, O3 1.433, O4 1.594, C5 1.775
3 O -2.576 0.944 2.612  S2 1.433
4 O -0.921 0.019 4.177  S2 1.594, H25 0.970
5 C -2.563 -1.681 2.928  S2 1.775, C6 1.540, H26 1.084, H27 1.085
6 C -1.403 -2.116 2.014  C5 1.540, C7 1.564, H28 1.083, H29 1.084
7 C -1.844 -2.362 0.534  C6 1.564, C8 1.511, H30 1.083, H31 1.084
8 C -1.325 -1.259 -0.359  C7 1.511, C9 1.391, C13 1.403
9 C -2.234 -0.383 -0.941  C8 1.391, C10 1.385, H32 1.079
10 C -1.806 0.676 -1.723  C9 1.385, C11 1.381, H33 1.078
11 C -0.453 0.850 -1.937  C10 1.381, C12 1.398, N24 1.440
12 C 0.464 -0.041 -1.373  C11 1.398, C13 1.397, S17 1.784
13 C 0.053 -1.118 -0.584  C8 1.403, C12 1.397, C14 1.512
14 C 1.078 -2.076 -0.022  C13 1.512, C15 1.535, H34 1.080, H35 1.088
15 C 1.823 -2.837 -1.128  C14 1.535, O16 1.432, H36 1.088, H37 1.085
16 O 2.212 -4.133 -0.658  C15 1.432, H38 0.959
17 S 2.185 0.305 -1.692  C12 1.784, C18 1.777
18 C 2.128 2.076 -1.559  S17 1.777, C19 1.389, C23 1.394
19 C 3.138 2.793 -0.930  C18 1.389, C20 1.391, H39 1.078
20 C 3.026 4.177 -0.845  C19 1.391, C21 1.390, H40 1.078
21 C 1.911 4.821 -1.368  C20 1.390, C22 1.391, H41 1.078
22 C 0.905 4.091 -1.993  C21 1.391, C23 1.390, H42 1.077
23 C 1.012 2.709 -2.103  C18 1.394, C22 1.390, N24 1.430
24 N -0.004 1.945 -2.758  C11 1.440, C23 1.430, H43 1.019
25 H -0.405 0.481 3.498  O4 0.970
26 H -2.703 -2.337 3.779  C5 1.084
27 H -3.520 -1.648 2.417  C5 1.085
28 H -0.639 -1.349 2.046  C6 1.083
29 H -1.001 -3.033 2.429  C6 1.084
30 H -2.926 -2.348 0.535  C7 1.083
31 H -1.457 -3.326 0.225  C7 1.084
32 H -3.293 -0.502 -0.768  C9 1.079
33 H -2.487 1.371 -2.186  C10 1.078
34 H 0.582 -2.852 0.542  C14 1.080
35 H 1.778 -1.519 0.599  C14 1.088
36 H 2.726 -2.314 -1.432  C15 1.088
37 H 1.189 -2.960 -2.000  C15 1.085
38 H 3.046 -4.016 -0.200  O16 0.959
39 H 3.976 2.260 -0.510  C19 1.078
40 H 3.788 4.752 -0.345  C20 1.078
41 H 1.791 5.890 -1.303  C21 1.078
42 H 0.041 4.580 -2.410  C22 1.077
43 H 0.406 1.528 -3.592  N24 1.019

Atomic partial charges in e from the Löwdin method, atoms 1 to 2: -0.27 0.58



Record 2
Density functional theory data (ωB97M-V with the def2-TZVPD basis set) for a cluster of 2 separate species, C22H34Cl2N4O5PSSi in total in a non-equilibrium geometry.

Properties
* energy: -92606.291 eV
* net charge: -1

Bonds (Å) are listed after each position.
Positions of all 70 atoms, in Å:
1 C 2.606 -2.571 2.325  C2 1.536, H27 1.087, H28 1.087, H29 1.085
2 C 3.150 -3.386 1.142  C1 1.536, P3 1.847, H30 1.085, H31 1.085
3 P 4.084 -2.389 -0.100  C2 1.847, C4 1.855, C6 1.841
4 C 3.325 -2.591 -1.781  P3 1.855, C5 1.533, H32 1.093, H33 1.088
5 C 2.592 -3.917 -2.014  C4 1.533, H34 1.085, H35 1.088, H36 1.082
6 C 3.767 -0.619 0.292  P3 1.841, N7 1.475, C21 1.566, H37 1.086
7 N 2.373 -0.154 0.160  C6 1.475, C8 1.398, H38 1.018
8 C 2.417 0.980 -0.657  N7 1.398, N9 1.290, N20 1.376
9 N 1.432 1.810 -0.729  C8 1.290, C10 1.483, N17 1.433
10 C 0.196 1.587 0.060  N9 1.483, C11 1.522, H39 1.087, H40 1.086
11 C -0.911 2.572 -0.288  C10 1.522, O12 1.397, H41 1.092, H42 1.089
12 O -1.818 2.676 0.769  C11 1.397, Si13 1.704
13 Si -2.699 1.291 1.230  O12 1.704, C14 1.890, C15 1.884, C16 1.846
14 C -2.037 0.697 2.897  Si13 1.890, H43 1.089, H44 1.089, H45 1.086
15 C -2.599 -0.088 -0.049  Si13 1.884, H46 1.089, H47 1.095, H48 1.089
16 C -4.480 1.758 1.365  Si13 1.846, H49 1.087, H50 1.088, H51 1.086
17 N 1.586 2.948 -1.587  N9 1.433, C18 1.248
18 C 1.519 2.721 -2.813  N17 1.248, S19 1.559
19 S 1.798 2.598 -4.341  C18 1.559
20 N 3.602 1.130 -1.341  C8 1.376, C21 1.484, H52 1.011
21 C 4.619 0.350 -0.594  C6 1.566, N20 1.484, C22 1.530, H53 1.088
22 C 5.462 1.374 0.169  C21 1.530, Cl23 1.780, C24 1.563, H54 1.085
23 Cl 4.394 2.175 1.347  C22 1.780
24 C 6.818 0.842 0.738  C22 1.563, C25 1.513, Cl26 1.798, H55 1.085
25 C 6.826 -0.619 1.132  C24 1.513, H56 1.086, H57 1.087, H58 1.087
26 Cl 7.348 1.758 2.191  C24 1.798
27 H 3.388 -1.979 2.795  C1 1.087
28 H 2.231 -3.256 3.081  C1 1.087
29 H 1.794 -1.914 2.028  C1 1.085
30 H 3.874 -4.090 1.541  C2 1.085
31 H 2.321 -3.939 0.712  C2 1.085
32 H 2.675 -1.760 -2.066  C4 1.093
33 H 4.162 -2.552 -2.474  C4 1.088
34 H 3.296 -4.706 -2.257  C5 1.085
35 H 1.954 -3.804 -2.889  C5 1.088
36 H 1.944 -4.206 -1.197  C5 1.082
37 H 4.062 -0.444 1.323  C6 1.086
38 H 1.787 -0.812 -0.349  N7 1.018
39 H 0.449 1.675 1.114  C10 1.087
40 H -0.129 0.574 -0.157  C10 1.086
41 H -1.403 2.283 -1.219  C11 1.092
42 H -0.474 3.552 -0.473  C11 1.089
43 H -1.028 1.054 3.102  C14 1.089
44 H -2.037 -0.392 2.915  C14 1.089
45 H -2.710 1.063 3.667  C14 1.086
46 H -2.116 0.168 -0.990  C15 1.089
47 H -2.022 -0.917 0.377  C15 1.095
48 H -3.599 -0.472 -0.249  C15 1.089
49 H -4.906 1.302 0.476  C16 1.087
50 H -4.919 1.277 2.237  C16 1.088
51 H -4.662 2.828 1.386  C16 1.086
52 H 3.554 0.888 -2.322  N20 1.011
53 H 5.220 -0.178 -1.331  C21 1.088
54 H 5.714 2.139 -0.558  C22 1.085
55 H 7.579 1.047 -0.007  C24 1.085
56 H 6.209 -0.795 2.008  C25 1.086
57 H 7.841 -0.895 1.407  C25 1.087
58 H 6.528 -1.264 0.309  C25 1.087
59 C -9.085 -0.085 0.204  C60 1.410, C65 1.423, H69 1.086
60 C -9.974 0.527 -0.703  C59 1.410, C61 1.548, O68 1.236
61 C -9.330 1.098 -1.990  C60 1.548, O62 1.230, C63 1.436
62 O -10.025 1.592 -2.876  C61 1.230
63 C -7.900 1.039 -2.104  C61 1.436, C64 1.399, H70 1.086
64 C -7.028 0.438 -1.191  C63 1.399, C65 1.542, O67 1.246
65 C -7.677 -0.218 0.044  C59 1.423, C64 1.542, O66 1.239
66 O -6.972 -0.819 0.866  C65 1.239
67 O -5.786 0.390 -1.289  C64 1.246
68 O -11.197 0.636 -0.550  C60 1.236
69 H -9.481 -0.513 1.120  C59 1.086
70 H -7.494 1.508 -2.996  C63 1.086

Atomic partial charges in e from the Löwdin method, atoms 1 to 2: -0.15 -0.39